The following is a DFT calculation (ωB97M-V/def2-TZVPD) of C4H6O4 as an isolated structure.

Each line ends with the Löwdin charge.
CARTESIAN COORDINATES (ANGSTROEM)
C1 2.182 -0.075 -0.226  -0.17
C2 -0.109 -0.141 0.619  -0.31
C3 -1.977 -0.732 -0.272  -0.15
C4 -0.780 1.188 0.195  -0.32
H1 2.844 -0.725 -0.772  0.06
H2 2.475 0.076 0.937  0.13
H3 2.290 1.073 -0.995  0.17
H4 0.484 -0.041 1.638  0.20
H5 -2.057 -1.379 -1.187  0.15
H6 -3.100 -0.719 0.132  0.17
O1 0.917 -0.458 -0.347  -0.14
O2 -1.007 -1.126 0.632  0.04
O3 -1.766 0.680 -0.598  0.06
O4 -0.396 2.378 0.246  0.10

Cartesian forces, eV/Å:
C 2.12 5.14 0.23
C 5.35 1.88 3.00
C -4.25 0.63 -0.93
C 1.49 1.93 -1.44
H 0.16 -0.53 0.22
H -0.24 -0.08 -2.75
H 0.15 -2.90 2.81
H -1.47 -0.24 -1.67
H 0.82 0.88 0.60
H 2.53 -0.35 -0.14
O -3.59 -1.53 -0.31
O -1.11 -0.23 -0.03
O -0.20 0.04 0.30
O -1.76 -4.64 0.10

Calculated values
* E_LUMO: 0.71 eV
* F_max: 6.42 eV/Å
* orbital gap: 10.54 eV
* charge: 0

The following is a DFT calculation (ωB97M-V/def2-TZVPD) of a 2-piece molecular cluster, C5H13NOS overall.

Each line ends with the Löwdin charge.
CARTESIAN COORDINATES (ANGSTROEM)
C1 1.817 0.035 1.420  0.00
C2 2.213 0.566 0.051  -0.59
O1 1.830 0.055 -0.981  0.03
N1 3.159 1.544 0.090  0.15
H1 2.656 -0.552 1.765  0.08
H2 0.968 -0.625 1.287  0.06
H3 3.502 1.952 -0.764  0.11
H4 3.297 2.010 0.970  0.10
H5 1.552 0.806 2.140  0.08
C3 -2.230 -1.467 -0.530  -0.56
C4 -2.033 -1.114 0.956  -0.17
C5 -1.138 0.848 -1.730  -0.45
S1 -2.686 -0.019 -1.525  0.78
H6 -1.371 -1.999 -0.939  0.07
H7 -3.125 -2.087 -0.623  0.05
H8 -1.433 -0.210 1.059  0.05
H9 -1.606 -1.979 1.454  0.07
H10 -0.825 1.498 -0.914  0.03
H11 -0.310 0.178 -1.940  0.02
H12 -1.242 1.419 -2.651  0.02
H13 -2.994 -0.859 1.407  0.07

Cartesian forces, eV/Å:
C -0.43 0.05 -0.56
C 0.29 -0.40 0.12
O -0.02 0.11 -0.06
N -0.20 0.13 0.24
H 0.23 -0.12 0.36
H -0.07 -0.06 0.01
H -0.11 -0.01 0.09
H 0.24 0.16 -0.20
H 0.19 0.09 0.03
C -0.48 0.60 0.52
C -0.37 0.08 -0.67
C 0.58 0.00 -0.47
S -0.12 -0.28 -0.03
H -0.03 0.14 -0.14
H 0.22 -0.24 -0.06
H 0.36 -0.25 0.08
H 0.19 0.11 0.38
H -0.28 0.02 0.07
H -0.05 -0.29 0.17
H -0.13 0.33 0.13
H 0.01 -0.19 0.00

Calculated values
* E_LUMO: 0.73 eV
* SMILES string: CC(N)=O.CCSC
* F_max: 0.93 eV/Å
* orbital gap: 8.90 eV
* charge: 0

The following is a DFT calculation (ωB97M-V/def2-TZVPD) of C38H46GeIN6O8S2Ti as an isolated structure.

Each line ends with the Mulliken spin population.
CARTESIAN COORDINATES (ANGSTROEM)
Ti1 -0.354 0.483 -0.607  0.02
C1 3.527 -1.448 -2.029  -0.01
C2 3.312 0.022 -2.218  -0.02
N1 4.123 0.655 -3.074  0.15
C3 3.891 1.951 -3.284  -0.05
C4 2.927 2.714 -2.652  0.05
C5 2.848 4.173 -2.992  0.01
O1 3.738 4.970 -2.213  0.01
C6 2.090 2.086 -1.692  0.00
C7 1.165 2.821 -0.896  0.47
N2 0.479 2.269 0.146  0.15
C8 -0.080 3.086 1.123  -0.11
C9 -0.443 4.425 0.924  0.07
C10 -1.053 5.160 1.925  -0.02
C11 -1.318 4.592 3.162  0.05
C12 -0.964 3.270 3.390  -0.02
C13 -0.358 2.537 2.385  0.05
I1 0.170 0.552 2.737  0.00
C14 2.294 0.694 -1.555  0.16
O2 1.412 -0.021 -0.795  -0.05
H1 4.392 -1.752 -2.612  0.00
H2 3.689 -1.707 -0.982  0.00
H3 2.662 -2.024 -2.369  0.00
H4 4.522 2.431 -4.028  0.00
H5 3.044 4.305 -4.063  0.01
H6 1.855 4.582 -2.803  0.00
H7 4.600 4.540 -2.225  0.00
H8 1.166 3.897 -1.004  0.05
H9 -0.282 4.890 -0.039  0.02
H10 -1.341 6.184 1.725  0.00
H11 -1.797 5.168 3.941  0.00
H12 -1.156 2.807 4.348  0.00
C15 -1.447 -1.253 -0.159  0.00
H13 -1.556 -1.444 0.911  0.00
H14 -0.961 -2.123 -0.610  0.00
H15 -2.442 -1.148 -0.603  0.00
O3 -6.293 6.619 -3.186  0.00
S1 -6.849 7.268 -2.015  0.00
O4 -8.262 7.566 -2.082  0.00
O5 -6.020 8.317 -1.447  0.00
C16 -6.731 5.984 -0.730  0.00
N3 -7.628 6.006 0.255  0.00
C17 -7.494 5.098 1.207  0.00
C18 -6.477 4.152 1.218  0.00
C19 -5.596 4.220 0.147  0.00
N4 -5.724 5.124 -0.814  0.00
C20 -4.428 3.302 -0.005  0.00
C21 -3.532 3.518 -1.050  -0.01
C22 -2.424 2.706 -1.155  0.01
N5 -2.201 1.669 -0.338  0.00
C23 -3.072 1.444 0.653  0.00
C24 -4.178 2.240 0.861  0.00
H16 -8.228 5.120 2.007  0.00
H17 -6.396 3.432 2.017  0.00
H18 -3.704 4.330 -1.743  0.00
H19 -1.679 2.875 -1.925  0.01
H20 -2.863 0.595 1.291  0.00
H21 -4.832 2.010 1.689  0.00
N6 1.715 -2.634 0.764  0.01
C25 1.877 -3.955 0.451  0.01
C26 1.233 -4.504 -0.669  0.00
C27 1.352 -5.845 -0.960  0.00
C28 2.113 -6.674 -0.139  -0.01
C29 2.761 -6.138 0.974  0.02
C30 2.649 -4.800 1.266  0.00
S2 2.252 -8.365 -0.500  -0.08
O6 3.688 -8.726 -0.626  0.52
O7 1.458 -8.653 -1.651  0.07
O8 1.948 -9.136 0.724  0.47
H22 2.400 -2.207 1.366  0.00
H23 1.412 -2.017 0.020  0.00
H24 0.638 -3.864 -1.307  0.00
H25 0.854 -6.258 -1.826  0.00
H26 3.355 -6.776 1.615  0.00
H27 3.153 -4.392 2.133  0.00
C31 -4.843 1.549 -5.688  0.00
C32 -3.391 1.817 -6.053  0.00
C33 -2.432 0.761 -5.509  0.00
C34 -2.443 0.669 -3.976  0.00
Ge1 -0.723 0.137 -3.177  0.02
C35 -0.492 -1.816 -3.418  0.00
C36 -0.362 -2.351 -4.855  0.00
C37 1.079 -2.603 -5.292  0.00
C38 1.927 -1.347 -5.405  0.00
H28 -5.512 2.288 -6.128  0.00
H29 -4.998 1.577 -4.609  0.00
H30 -5.157 0.562 -6.039  0.00
H31 -3.091 2.798 -5.672  0.00
H32 -3.290 1.874 -7.141  0.00
H33 -1.420 0.974 -5.870  0.00
H34 -2.699 -0.212 -5.933  0.00
H35 -3.207 -0.034 -3.632  0.00
H36 -2.734 1.636 -3.557  0.00
H37 0.388 0.865 -3.977  -0.01
H38 -1.352 -2.269 -2.920  0.00
H39 0.386 -2.114 -2.836  0.00
H40 -0.834 -1.672 -5.571  0.00
H41 -0.911 -3.294 -4.938  0.00
H42 1.075 -3.125 -6.253  0.00
H43 1.542 -3.296 -4.578  0.00
H44 1.487 -0.639 -6.112  0.00
H45 2.938 -1.576 -5.747  0.00
H46 2.023 -0.822 -4.455  0.00

Cartesian forces, eV/Å:
Ti 0.26 0.32 0.46
C -0.04 -0.12 0.03
C 0.10 0.27 -0.11
N -0.05 -0.04 0.07
C -0.08 0.10 -0.07
C -0.02 -0.09 -0.02
C -0.12 0.05 0.02
O 0.04 0.05 0.03
C 0.29 0.10 -0.10
C 0.12 -0.14 0.00
N -0.21 -0.10 -0.08
C -0.10 -0.05 -0.01
C -0.01 -0.03 0.02
C 0.00 0.00 -0.02
C -0.01 0.00 0.02
C 0.02 -0.05 0.01
C -0.01 0.21 -0.10
I -0.02 -0.12 0.04
C -0.24 -0.22 0.25
O -0.09 -0.28 -0.41
H 0.01 0.00 0.00
H 0.02 0.03 0.02
H -0.02 0.01 0.00
H 0.02 -0.03 -0.01
H 0.09 0.00 0.04
H 0.01 -0.04 -0.06
H -0.05 0.00 0.03
H 0.01 -0.02 -0.02
H 0.01 -0.01 -0.01
H 0.00 0.01 0.01
H 0.00 0.00 0.01
H -0.01 0.01 0.01
C 0.08 0.09 0.12
H -0.02 0.00 -0.01
H 0.01 -0.01 0.00
H 0.02 -0.03 -0.03
O -0.01 0.01 -0.03
S 0.01 -0.04 -0.12
O 0.00 0.01 -0.05
O 0.04 0.01 0.07
C -0.06 0.06 0.04
N -0.14 0.02 0.14
C 0.08 -0.11 0.05
C -0.04 0.19 -0.21
C 0.10 -0.18 0.11
N 0.07 -0.01 -0.02
C -0.08 0.05 0.02
C 0.13 0.00 0.11
C -0.13 0.02 -0.06
N -0.01 -0.14 -0.09
C 0.03 0.02 -0.10
C 0.03 0.02 -0.05
H -0.01 0.02 0.00
H 0.02 -0.04 0.01
H -0.03 0.03 0.01
H -0.03 0.01 0.02
H -0.01 0.00 0.01
H -0.03 0.03 0.00
N -0.01 0.10 -0.11
C -0.02 -0.06 0.00
C 0.03 0.06 0.05
C -0.02 -0.06 -0.05
C 0.03 0.12 0.03
C 0.09 -0.10 0.08
C -0.03 0.01 -0.04
S -0.20 0.15 -0.29
O 0.01 -0.01 0.20
O -0.02 -0.02 0.04
O 0.15 -0.05 0.04
H -0.01 -0.05 0.03
H 0.06 0.05 0.09
H -0.01 0.02 -0.01
H 0.00 -0.04 0.00
H -0.01 -0.04 -0.03
H -0.01 0.01 0.01
C -0.14 -0.03 0.02
C 0.04 0.05 -0.03
C 0.02 -0.10 -0.06
C -0.10 0.04 0.01
Ge 0.05 0.03 0.16
C 0.06 0.00 -0.08
C -0.06 -0.03 -0.06
C 0.03 -0.09 0.05
C 0.05 0.12 -0.03
H 0.02 0.02 0.00
H 0.02 0.01 0.01
H 0.02 -0.01 -0.01
H -0.02 0.01 0.02
H 0.01 -0.04 0.00
H -0.01 0.07 0.01
H 0.02 -0.01 0.01
H -0.01 0.00 0.01
H 0.06 0.01 -0.04
H -0.03 0.04 -0.03
H -0.04 0.01 -0.01
H 0.03 -0.02 0.03
H -0.01 0.02 0.01
H 0.00 0.00 0.02
H -0.03 0.02 -0.01
H 0.01 0.02 0.00
H -0.01 -0.02 -0.02
H 0.01 -0.02 0.00
H -0.01 -0.03 0.02

Calculated values
* E_LUMO (spin up / spin down): 0.89 / -2.31 eV
* spin multiplicity: 3
* F_max: 0.62 eV/Å
* orbital gap (spin up / spin down): 5.72 / 3.48 eV
* charge: -1

The following is a DFT calculation (ωB97M-V/def2-TZVPD) of a 11-piece molecular cluster, C7H32O10 overall.

Each line ends with the Löwdin charge.
CARTESIAN COORDINATES (ANGSTROEM)
C1 -2.156 0.579 -1.671  -0.12
C2 -2.377 1.887 -1.079  -0.24
C3 -1.932 1.946 0.335  -0.29
C4 -2.891 1.890 1.354  0.06
C5 1.442 2.442 1.961  -0.09
C6 -0.039 2.574 1.727  -0.11
C7 -0.496 1.891 0.688  -0.09
H1 -2.385 0.616 -2.782  0.11
H2 -2.936 -0.159 -1.288  0.09
H3 -1.278 0.157 -1.548  -0.01
H4 -1.846 2.677 -1.566  0.12
H5 -3.367 2.225 -1.040  0.10
H6 -3.955 1.887 1.241  0.04
H7 -2.615 1.985 2.426  0.06
H8 1.989 1.682 1.512  0.00
H9 1.910 3.284 1.434  0.09
H10 1.633 2.657 2.997  0.07
H11 -0.693 3.140 2.406  0.12
H12 0.013 1.139 0.271  0.06
H13 -0.575 -2.287 -3.224  -0.02
H14 0.884 -1.668 -2.714  0.13
O1 -0.145 -1.627 -2.826  -0.03
H15 2.657 -2.512 1.721  -0.03
H16 2.847 -1.623 2.943  0.12
O2 3.252 -2.508 2.489  -0.12
H17 -3.527 -2.786 -1.119  0.01
H18 -3.523 -1.763 -2.494  0.04
O3 -4.018 -2.333 -1.849  -0.11
H19 0.212 -2.814 1.226  0.12
H20 0.688 -1.967 -0.095  -0.05
O4 0.974 -2.392 0.644  -0.05
H21 3.692 0.033 -0.275  0.05
H22 2.190 0.010 0.178  0.04
O5 3.015 0.541 0.252  -0.11
H23 2.098 2.038 -1.301  0.05
H24 3.089 1.283 -2.263  -0.04
O6 2.265 1.566 -2.138  0.00
H25 0.128 1.225 -3.032  -0.05
H26 -0.493 0.216 -3.947  0.06
O7 -0.138 1.185 -3.926  -0.09
H27 -0.624 -1.305 3.308  0.03
H28 0.520 -0.953 4.348  0.03
O8 0.039 -1.655 3.912  -0.05
H29 -2.015 -1.761 0.178  0.09
H30 -2.915 -2.920 0.895  0.06
O9 -2.184 -2.764 0.278  -0.08
H31 4.106 -2.107 0.084  0.00
H32 4.702 -1.361 1.152  0.02
O10 4.778 -1.490 0.217  -0.02

Cartesian forces, eV/Å:
C -6.19 -0.83 -2.66
C 1.09 1.49 1.41
C -2.53 -0.86 3.38
C 2.61 0.65 -0.68
C -0.97 3.29 0.89
C 1.36 -1.14 -0.38
C -4.01 2.56 1.94
H 0.46 -0.06 1.14
H 0.90 0.88 -0.13
H 4.51 -1.75 0.62
H 0.58 0.44 -0.82
H -1.72 0.04 -0.49
H -0.41 0.06 -0.72
H 0.15 -0.39 -0.86
H 0.28 -1.94 -0.14
H -0.06 0.42 0.21
H 0.61 -0.45 0.54
H 0.52 0.13 -0.67
H 2.48 -2.26 -2.03
H -1.58 -4.50 -2.43
H -3.28 -0.61 -0.98
O 4.91 4.99 3.40
H -0.15 -0.38 0.02
H 1.58 -3.26 -1.34
O -1.59 3.66 1.41
H 0.39 1.10 -1.52
H -0.11 -1.25 1.61
O -0.35 0.13 -0.43
H 2.09 1.54 -2.35
H -2.07 1.49 -3.15
O -0.01 -3.02 5.32
H -0.75 0.40 1.02
H 0.92 0.44 0.04
O -0.06 -1.00 -0.61
H 1.04 -0.67 -0.62
H 5.25 -1.36 -0.09
O -6.49 2.15 0.41
H 0.93 0.41 1.60
H 1.01 2.57 -0.12
O -1.66 -2.86 -1.77
H 0.27 0.47 0.31
H -0.24 0.44 -0.14
O -0.08 -0.83 -0.21
H -0.89 -2.31 0.46
H 0.29 0.55 -0.01
O 0.63 1.80 -0.13
H -1.54 -1.83 -0.62
H 0.12 0.23 1.15
O 1.74 1.26 -0.79

Calculated values
* E_LUMO: -0.36 eV
* SMILES string: C=C(/C=C/C)CC.O.O.O.O.O.O.O.O.O.O
* F_max: 7.79 eV/Å
* orbital gap: 8.47 eV
* charge: 0